<P>
18
Properties=species:S:1:pos:R:3:mulliken_charge:R:1 method="wB97M-V/def2-TZVPD" homo_lumo_gap_ev=8.16
H -0.56 -2.18 2.96 0.318
C -0.64 -1.27 2.35 -1.109
H -1.67 -1.10 2.29 0.458
H -0.95 1.89 0.47 0.357
N -0.04 -1.34 1.06 -0.274
H 0.68 1.69 0.94 0.323
H -0.79 1.11 1.89 0.362
C -0.10 -0.15 0.27 0.729
H 1.04 1.53 -3.85 0.276
H -0.12 -2.31 0.59 0.279
H 0.76 -0.34 -3.72 0.288
C 0.24 -0.23 -1.04 -0.066
C 0.85 0.63 -3.30 -0.923
C 0.67 0.82 -1.93 -0.074
H -0.36 -0.41 2.91 0.328
H 0.57 1.85 -1.48 0.200
H 0.69 -1.40 -1.35 0.027
C -0.27 1.19 0.95 -1.499


<Q>
18
Properties=species:S:1:pos:R:3:mulliken_charge:R:1 method="wB97M-V/def2-TZVPD" homo_lumo_gap_ev=8.51
C -3.09 -0.09 0.66 -1.062
H -1.36 -0.20 1.85 0.228
N -0.70 0.20 -1.45 -0.600
H 1.79 0.74 -1.33 0.185
H 3.60 -0.75 -1.04 0.318
H -3.42 0.09 -0.42 0.278
C 3.38 -0.19 -0.18 -1.189
C 0.81 -0.14 0.40 -0.171
C -1.59 -0.23 0.78 -0.186
H 3.36 -0.90 0.66 0.309
H -3.76 -1.02 0.91 0.253
H -3.45 0.78 1.30 0.260
H -1.72 0.44 -1.47 0.226
H -0.15 1.06 -1.62 0.250
H 4.07 0.61 -0.02 0.321
C -0.55 -0.27 -0.15 0.627
H 0.92 -0.32 1.50 0.244
C 1.88 0.18 -0.39 -0.292


<R>
18
Properties=species:S:1:pos:R:3:mulliken_charge:R:1 method="wB97M-V/def2-TZVPD" homo_lumo_gap_ev=8.64
H -0.92 -3.04 -0.99 0.410
C 0.07 -0.06 -0.09 0.712
N -1.07 0.75 0.19 -0.275
C 0.03 -1.34 -0.31 -0.386
H -0.57 2.14 1.79 0.319
C 2.26 0.05 0.12 -0.946
H -1.97 -1.55 -0.86 0.337
H -0.44 2.81 0.12 0.300
H 0.91 -1.90 -0.42 0.354
H 3.23 0.39 0.07 0.309
H -1.58 -2.47 0.56 0.273
H 2.16 -0.90 0.59 0.257
C 1.28 0.69 -0.46 -0.252
H -2.05 2.41 0.89 0.301
C -1.18 -2.19 -0.44 -1.429
H -1.75 0.20 0.74 0.255
H 1.33 1.48 -1.26 0.376
C -0.93 2.04 0.76 -0.915


<S>
18
Properties=species:S:1:pos:R:3:mulliken_charge:R:1 method="wB97M-V/def2-TZVPD" homo_lumo_gap_ev=9.23
H -0.08 -0.91 -1.80 0.277
H -1.42 3.76 0.07 0.278
H 0.79 -3.58 1.33 0.275
H 1.66 -0.73 -1.53 0.361
H -0.03 2.90 0.93 0.245
C -0.90 2.83 0.28 -0.552
N -0.74 0.09 0.64 -0.452
H 1.18 0.81 0.45 0.454
C 0.47 0.10 0.03 0.074
H -1.37 -0.59 0.24 0.349
C -1.31 1.66 -0.18 -0.243
C 0.50 -2.70 0.76 -0.641
H -2.18 1.57 -0.84 0.299
H 0.69 0.68 -2.01 0.397
C 0.69 -0.24 -1.42 -1.321
H 1.29 -1.24 2.08 0.313
C 0.79 -1.47 1.15 -0.296
H -0.01 -2.91 -0.17 0.186


Verdict on stability: <S> comes out at the bottom.


<P>
18
Properties=species:S:1:pos:R:3:mulliken_charge:R:1 method="wB97M-V/def2-TZVPD" homo_lumo_gap_ev=10.68
C 2.17 0.23 0.27 -1.520
H -1.80 -1.88 -0.11 0.312
H 0.57 -1.89 -0.90 0.405
H 2.79 -0.53 -0.23 0.382
C 0.79 -0.32 0.59 0.534
H 0.88 -1.12 1.34 0.236
N -0.07 1.95 0.77 -0.570
C 0.12 -0.91 -0.69 -0.886
H -0.93 0.36 1.81 0.393
H 0.38 -0.24 -1.51 0.316
H 2.07 1.10 -0.39 0.380
C -2.20 -0.10 -1.13 -0.695
H -1.81 0.79 -1.62 0.277
C -1.38 -1.02 -0.63 -0.240
C -0.14 0.74 1.14 -0.230
H -3.28 -0.18 -1.06 0.270
H -0.85 2.47 1.18 0.264
H 2.69 0.56 1.17 0.371


<Q>
18
Properties=species:S:1:pos:R:3:mulliken_charge:R:1 method="wB97M-V/def2-TZVPD" homo_lumo_gap_ev=6.19
H -2.18 -0.64 0.64 0.465
H 2.32 1.49 -1.44 0.337
H -0.29 -2.70 -0.03 0.282
H -0.84 -2.88 1.69 0.308
H 1.56 1.59 0.15 0.279
H 0.13 -0.23 -1.79 0.338
C 1.62 1.00 -0.76 -1.056
C -0.24 -0.49 1.48 -0.149
H -1.82 1.35 -1.03 0.297
H 0.21 1.46 -2.22 0.356
C -1.24 -0.10 0.50 -0.517
C -0.97 1.07 -0.38 -0.627
N 0.75 -1.39 1.39 -0.510
H -0.24 -0.01 2.49 0.378
H 1.99 0.01 -0.51 0.280
C -0.26 -2.27 0.99 -0.336
C 0.19 0.77 -1.36 -0.491
H -0.71 1.96 0.20 0.366


Verdict on stability: <Q> comes out at the bottom.


<P>
18
Properties=species:S:1:pos:R:3:mulliken_charge:R:1 method="wB97M-V/def2-TZVPD" homo_lumo_gap_ev="7.09 / 7.81"
C -2.94 0.00 -0.83 -1.143
H -0.60 -1.47 -1.26 0.265
N -0.27 0.88 1.86 -0.697
H 3.54 -0.63 -0.13 0.297
H 1.77 -1.47 1.52 0.253
H -1.17 0.47 0.65 0.298
C 3.09 0.04 0.61 -1.077
C -1.47 0.40 -0.57 0.284
H 0.47 0.02 -1.48 0.308
C 0.73 0.31 1.54 0.395
H -3.26 0.48 -1.76 0.291
H 3.04 1.04 0.18 0.318
H -3.62 0.34 -0.05 0.329
H 3.80 0.08 1.45 0.323
C -0.43 -0.41 -1.08 -0.822
C 1.74 -0.47 1.07 -0.264
H -3.08 -1.08 -0.97 0.331
H -1.33 1.47 -0.76 0.310


<Q>
18
Properties=species:S:1:pos:R:3:mulliken_charge:R:1 method="wB97M-V/def2-TZVPD" homo_lumo_gap_ev=12.36
H 0.32 -0.25 1.78 0.354
N -2.47 0.85 1.19 -0.475
H 0.25 1.94 -2.21 0.389
C -0.66 1.78 -1.63 -1.503
H -0.11 -2.58 0.24 0.323
C 0.57 -2.26 1.04 -1.109
H -0.15 -0.78 -0.96 0.311
C 0.86 -0.75 0.97 -0.414
H 1.48 -2.86 0.94 0.290
H 0.33 1.97 0.28 0.235
H 0.10 -2.53 1.99 0.289
C 0.48 -0.10 -0.38 -0.854
H 1.92 -0.57 1.17 0.355
H 1.37 0.10 -0.99 0.369
H -1.29 1.06 -2.17 0.344
C -0.29 1.23 -0.25 0.557
C -1.51 1.03 0.56 0.151
H -1.20 2.73 -1.56 0.388


<R>
18
Properties=species:S:1:pos:R:3:mulliken_charge:R:1 method="wB97M-V/def2-TZVPD" homo_lumo_gap_ev=9.49
H 2.40 -0.46 -0.66 0.352
H -0.38 -1.90 0.00 0.275
C 0.37 0.07 -0.54 0.677
H -1.08 0.44 1.62 0.300
H 1.03 -1.27 0.91 0.312
C 1.64 0.27 -0.91 -0.396
N 2.10 1.35 -1.71 -0.622
H -1.69 0.61 -0.81 0.389
H -1.29 -2.51 2.39 0.288
H 2.10 1.13 -2.70 0.254
C 0.07 -1.02 0.46 -0.541
H -2.42 -1.13 2.91 0.266
C -0.93 -0.62 1.54 -0.100
H 1.56 2.19 -1.59 0.268
C -0.70 1.05 -0.94 -1.695
H -0.65 1.30 -2.00 0.447
C -1.54 -1.46 2.37 -0.853
H -0.60 1.97 -0.36 0.380


<S>
18
Properties=species:S:1:pos:R:3:mulliken_charge:R:1 method="wB97M-V/def2-TZVPD" homo_lumo_gap_ev=5.05
H 2.29 0.71 0.49 0.271
H -2.38 0.51 1.31 0.360
C -1.99 -0.47 1.07 -0.097
H -1.70 -1.81 2.71 0.274
C 0.78 0.35 -1.44 -0.344
H -0.64 -1.54 -0.10 0.265
C 2.76 0.80 -0.53 -0.730
C -0.96 -0.55 0.21 -0.319
C -2.43 -1.61 1.93 -1.075
H -2.64 -2.51 1.35 0.325
H 3.10 -0.22 -0.80 0.264
H 1.14 -0.68 -1.60 0.387
N 1.80 1.32 -1.40 -0.572
H 0.10 0.66 -2.25 0.292
C -0.03 0.43 -0.18 -0.379
H -3.38 -1.38 2.41 0.335
H 0.15 1.35 0.37 0.464
H 3.65 1.42 -0.48 0.279


Verdict on stability: <S> comes out at the bottom.